C4H8FN2 | wB97M-V/def2-TZVPD

Each line ends with the natural charge from an NBO analysis.
Cartesian coordinates (Å):
F (0.21, 1.37, -2.58)  -0.27
C (0.12, 0.97, -1.36)  0.68
N (-0.01, 1.69, -0.39)  -0.42
C (-0.23, 1.18, 0.96)  -0.28
C (0.24, -0.21, 1.32)  -0.21
N (-0.18, -1.10, 0.14)  -0.51
C (0.26, -0.74, -1.28)  -0.31
H (-1.24, 1.23, 1.26)  0.22
H (0.18, 1.92, 1.51)  0.25
H (1.35, -0.45, 1.52)  0.25
H (-0.30, -0.59, 2.08)  0.23
H (-1.22, -1.16, 0.15)  0.43
H (-0.02, -2.09, 0.11)  0.44
H (-0.45, -1.14, -1.83)  0.22
H (1.30, -0.88, -1.62)  0.27

Computed properties:
Relative energy (zero: lowest compared OMol25 entry of this formula, charge and spin) = 229.6 kJ/mol
Molar mass = 103.1 u
Orbital gap = 10.7978 eV
SMILES string = FC1=NCC[NH2+]C1
Total charge = +1
HOMO energy = -14.67 eV
Electronic energy = -9966.445 eV